a.
2 unconnected molecules or ions with the total composition C5H14. Source: OMol25; level of theory: ωB97M-V/def2-TZVPD.

Output
SMILES string   CCC.CC
Frontier orbital gap   12.26 eV

Positions of all 19 atoms, in Å:
1 C 0.09 0.17 -1.46
2 C -0.59 -1.12 -1.91
3 C -0.85 1.35 -1.67
4 H 0.20 0.09 -0.38
5 H 1.09 0.31 -1.87
6 H -0.30 -1.41 -2.93
7 H -1.68 -1.03 -1.94
8 H -0.36 2.30 -1.43
9 H -1.26 1.46 -2.67
10 H -0.38 -2.00 -1.29
11 H -1.69 1.30 -0.98
12 C 0.17 0.20 2.71
13 C 1.31 -0.47 1.93
14 H -0.56 -0.58 2.93
15 H 0.49 0.51 3.71
16 H -0.36 0.90 2.06
17 H 2.13 0.19 1.70
18 H 0.87 -0.84 1.00
19 H 1.68 -1.34 2.48

***

b.
2 unconnected molecules or ions with the total composition C5H14. Source: OMol25; level of theory: ωB97M-V/def2-TZVPD.

Output
SMILES string   CCC.CC
Frontier orbital gap   12.17 eV

Positions of all 19 atoms, in Å:
1 C -0.34 0.61 1.54
2 C -1.68 0.98 0.94
3 C -0.27 0.05 2.98
4 H 0.03 -0.13 1.01
5 H 0.44 1.47 1.53
6 H -2.09 1.78 1.54
7 H -2.39 0.15 0.85
8 H -0.31 0.81 3.76
9 H -1.27 -0.59 3.21
10 H -1.55 1.28 -0.07
11 H 0.70 -0.41 3.06
12 C 0.46 -0.93 -2.87
13 C 1.72 -0.51 -2.24
14 H 0.37 -0.73 -3.97
15 H 0.26 -2.06 -2.79
16 H -0.46 -0.28 -2.45
17 H 2.46 -1.33 -2.33
18 H 1.63 -0.43 -1.13
19 H 2.29 0.29 -2.56

***

Short version: b is the least stable of them.

***

a.
2 unconnected molecules or ions with the total composition C5H14. Source: OMol25; level of theory: ωB97M-V/def2-TZVPD.

Output
SMILES string   CCC.CC
Frontier orbital gap   12.20 eV

Positions of all 19 atoms, in Å:
1 C -0.03 -2.57 -0.64
2 C -1.10 -2.14 0.36
3 H -0.45 -2.66 -1.62
4 H 0.72 -1.75 -0.72
5 H 0.58 -3.46 -0.42
6 H -1.29 -1.07 0.28
7 H -0.94 -2.36 1.40
8 H -2.12 -2.49 0.21
9 C 0.85 1.69 0.43
10 C 0.93 1.74 -1.13
11 C -0.53 1.61 1.05
12 H 1.53 0.85 0.64
13 H 1.36 2.59 0.84
14 H 0.87 2.79 -1.54
15 H 0.18 1.08 -1.54
16 H -0.65 0.57 1.34
17 H -0.50 2.11 2.02
18 H 1.86 1.29 -1.49
19 H -1.28 2.18 0.52

***

b.
2 unconnected molecules or ions with the total composition C5H14. Source: OMol25; level of theory: ωB97M-V/def2-TZVPD.

Output
SMILES string   CCC.CC
Frontier orbital gap   11.97 eV

Positions of all 19 atoms, in Å:
1 C -1.36 0.96 1.42
2 C -1.51 2.04 2.51
3 H -0.31 0.58 1.48
4 H -2.01 0.11 1.68
5 H -1.78 1.39 0.49
6 H -0.54 2.03 3.03
7 H -1.81 3.02 2.08
8 H -2.25 1.82 3.30
9 C 0.67 -0.66 -1.38
10 C 1.77 -0.97 -0.46
11 C 0.56 -1.63 -2.61
12 H 0.80 0.40 -1.74
13 H -0.30 -0.64 -0.80
14 H 1.78 -0.53 0.63
15 H 1.89 -2.00 -0.04
16 H -0.49 -1.63 -2.87
17 H 1.09 -2.58 -2.44
18 H 2.79 -0.59 -0.83
19 H 1.01 -1.11 -3.47

***

c.
2 unconnected molecules or ions with the total composition C5H14. Source: OMol25; level of theory: ωB97M-V/def2-TZVPD.

Output
SMILES string   CCC.CC
Frontier orbital gap   11.95 eV

Positions of all 19 atoms, in Å:
1 C -0.78 0.79 -1.74
2 C -1.87 -0.15 -0.97
3 C -0.19 1.99 -1.20
4 H -1.57 1.07 -2.46
5 H -0.01 0.02 -2.17
6 H -2.77 0.29 -0.54
7 H -2.45 -0.74 -1.80
8 H -0.67 2.46 -0.28
9 H -0.09 2.80 -2.05
10 H -1.60 -0.77 -0.14
11 H 0.73 1.90 -0.68
12 C 1.68 -1.80 2.19
13 C 1.16 -0.62 1.39
14 H 0.90 -2.21 2.85
15 H 1.90 -2.65 1.55
16 H 2.57 -1.41 2.63
17 H 0.55 -0.88 0.49
18 H 2.07 -0.14 1.02
19 H 0.46 0.04 1.91

***

d.
2 unconnected molecules or ions with the total composition C5H14. Source: OMol25; level of theory: ωB97M-V/def2-TZVPD.

Output
SMILES string   CCC.CC
Frontier orbital gap   12.38 eV

Positions of all 19 atoms, in Å:
1 C 1.78 -0.98 -1.13
2 C 0.83 -2.08 -0.74
3 C 2.23 0.09 -0.11
4 H 1.31 -0.40 -1.92
5 H 2.73 -1.31 -1.53
6 H -0.20 -1.78 -0.53
7 H 0.75 -2.75 -1.60
8 H 3.25 0.41 -0.35
9 H 1.06 -2.71 0.13
10 H 2.37 -0.32 0.90
11 H 1.70 1.04 -0.10
12 C -2.14 1.08 1.58
13 C -2.25 1.63 0.19
14 H -2.69 0.14 1.66
15 H -1.12 0.88 1.92
16 H -2.59 1.73 2.33
17 H -1.79 1.02 -0.59
18 H -1.92 2.67 0.07
19 H -3.28 1.64 -0.18

***

Short version: c is the least stable of them.